1.
Entry from the OMol25 dataset: a 9-piece molecular cluster, C56H56ClNO4 overall at a distorted geometry (wB97M-V/def2-TZVPD).

Geometry as XYZ:
```
118
Properties=species:S:1:pos:R:3:forces:R:3
C -1.4664 6.1245 5.0857 -0.69 0.53 0.17
N -1.7231 5.5317 3.7564 1.11 -0.32 -0.20
C -1.5468 4.0770 3.7443 0.10 0.08 0.11
C -1.1806 6.2966 2.7099 -0.42 -0.01 0.12
O -1.5660 7.4228 2.5032 0.27 -0.08 0.28
C -0.0826 5.7369 1.7917 0.02 0.14 -0.53
C 0.9989 4.9067 2.3832 0.22 -1.10 -0.46
C 1.6523 3.8523 1.8473 -0.89 0.90 0.30
Cl 1.4319 3.1622 0.3238 0.09 -0.09 -0.18
C 2.6317 3.3371 2.8387 -0.55 0.52 0.45
O 3.6073 2.7005 2.6934 0.54 -0.95 -0.16
O 2.2579 3.8831 4.0632 0.56 0.56 -0.36
C 1.6269 5.0888 3.7162 0.13 -0.47 -0.06
O 1.7376 6.0617 4.3714 -0.41 0.48 0.55
H -1.2354 5.3206 5.7896 0.06 0.15 -0.10
H -2.3473 6.6618 5.4579 0.14 -0.16 -0.08
H -0.6378 6.8431 5.0523 -0.14 -0.29 0.01
H -0.5735 3.7542 4.1416 -0.08 0.01 -0.01
H -1.6535 3.6717 2.7344 -0.12 0.07 0.13
H -2.3100 3.6334 4.3961 0.08 0.08 -0.30
H 0.3523 6.6368 1.3310 -0.12 -0.24 0.09
H -0.5370 5.1655 0.9672 0.05 0.14 0.19
C -2.8188 3.1606 -0.2232 0.02 -0.01 0.05
C -3.1938 2.3813 -1.3087 -0.01 0.01 0.01
C -4.5228 2.3479 -1.7062 0.00 -0.03 -0.02
C -5.4736 3.0854 -1.0154 -0.06 0.05 -0.04
C -5.1007 3.8603 0.0744 0.01 -0.02 -0.02
C -3.7707 3.8973 0.4691 0.05 0.03 0.07
H -1.7795 3.1841 0.0871 -0.01 -0.02 -0.01
H -2.4547 1.7966 -1.8385 0.05 -0.01 -0.04
H -4.8189 1.7357 -2.5486 0.00 0.01 0.00
H -6.5118 3.0473 -1.3207 0.00 0.02 0.00
H -5.8450 4.4235 0.6219 0.00 0.02 -0.02
H -3.4797 4.4985 1.3231 -0.02 0.03 -0.01
C -6.7793 -1.7513 0.5590 -0.01 0.00 0.01
C -6.3192 -2.3511 1.7239 -0.02 -0.03 0.01
C -5.5066 -1.6409 2.5965 0.02 -0.01 -0.01
C -5.1497 -0.3322 2.3003 0.00 0.00 -0.01
C -5.6042 0.2673 1.1336 0.05 -0.03 0.07
C -6.4217 -0.4428 0.2653 0.01 0.00 -0.03
H -7.4124 -2.3073 -0.1210 0.00 0.00 0.00
H -6.5909 -3.3750 1.9480 -0.01 0.00 0.00
H -5.1478 -2.1091 3.5045 -0.01 0.00 0.00
H -4.5133 0.2221 2.9788 0.00 0.00 0.00
H -5.3180 1.2837 0.9003 0.00 0.00 0.01
H -6.7752 0.0246 -0.6456 0.00 0.00 0.00
C -4.2934 -4.3528 -0.6250 0.02 0.03 0.00
C -4.0009 -5.1589 0.4663 0.00 0.00 0.01
C -3.5641 -6.4622 0.2711 0.01 0.00 0.00
C -3.4205 -6.9599 -1.0170 0.00 0.01 0.00
C -3.7170 -6.1555 -2.1090 -0.02 -0.02 -0.02
C -4.1531 -4.8524 -1.9126 0.01 0.00 0.00
H -4.6287 -3.3354 -0.4685 -0.01 0.00 0.00
H -4.1128 -4.7678 1.4699 0.01 0.01 0.00
H -3.3339 -7.0897 1.1228 0.00 0.00 0.00
H -3.0769 -7.9755 -1.1699 -0.02 -0.01 0.00
H -3.6064 -6.5433 -3.1139 0.01 0.00 0.00
H -4.3825 -4.2246 -2.7647 0.00 0.00 0.00
C 5.7773 3.4611 -2.6458 -0.02 0.00 -0.01
C 5.3950 2.9681 -1.4055 -0.02 -0.01 -0.01
C 4.8988 3.8326 -0.4386 -0.02 -0.03 0.02
C 4.7831 5.1884 -0.7140 -0.01 0.00 0.00
C 5.1701 5.6822 -1.9523 -0.02 -0.01 -0.01
C 5.6666 4.8179 -2.9183 0.00 0.00 0.00
H 6.1609 2.7870 -3.4012 0.01 0.00 0.00
H 5.4793 1.9092 -1.1925 0.00 0.01 0.00
H 4.6006 3.4428 0.5267 0.04 0.00 -0.01
H 4.3901 5.8633 0.0372 0.03 0.00 0.01
H 5.0834 6.7399 -2.1655 0.00 0.00 0.00
H 5.9664 5.2021 -3.8849 0.00 0.00 0.00
C 4.6284 -1.7875 2.0096 -0.05 -0.01 0.01
C 5.2941 -2.9399 1.6162 0.00 -0.01 0.00
C 6.4423 -2.8454 0.8418 0.00 0.00 0.00
C 6.9220 -1.5995 0.4608 0.00 0.00 -0.01
C 6.2516 -0.4480 0.8510 0.00 0.00 -0.01
C 5.1034 -0.5410 1.6264 0.00 0.04 -0.01
H 3.7359 -1.8660 2.6178 0.00 0.00 0.00
H 4.9153 -3.9096 1.9151 0.00 0.00 0.01
H 6.9645 -3.7432 0.5361 0.00 0.00 0.00
H 7.8198 -1.5258 -0.1398 0.00 0.00 0.00
H 6.6270 0.5239 0.5541 0.01 0.00 0.02
H 4.5834 0.3583 1.9324 0.01 0.00 0.01
C 1.6735 -3.6955 4.1156 0.00 0.00 0.00
C 1.9748 -4.6347 5.0924 0.01 0.00 0.00
C 2.1524 -5.9660 4.7426 0.00 0.00 0.00
C 2.0274 -6.3584 3.4169 0.00 0.00 0.00
C 1.7223 -5.4201 2.4405 0.01 -0.01 -0.01
C 1.5451 -4.0885 2.7904 0.01 0.03 -0.02
H 1.5403 -2.6559 4.3879 -0.01 0.00 0.00
H 2.0721 -4.3288 6.1261 0.01 0.00 0.00
H 2.3894 -6.6983 5.5037 0.00 0.00 0.00
H 2.1689 -7.3965 3.1442 0.00 0.00 0.00
H 1.6234 -5.7253 1.4066 0.00 0.00 0.00
H 1.3109 -3.3563 2.0278 0.00 0.00 0.00
C 1.0238 -7.0371 -5.4327 0.00 0.00 0.00
C 0.4174 -7.5266 -4.2839 0.00 0.00 0.00
C -0.4533 -6.7224 -3.5612 0.01 -0.02 0.00
C -0.7160 -5.4272 -3.9853 0.00 0.02 -0.01
C -0.1050 -4.9360 -5.1309 0.00 0.01 -0.01
C 0.7635 -5.7409 -5.8554 0.00 0.00 0.00
H 1.6996 -7.6658 -5.9983 0.00 0.00 0.00
H 0.6240 -8.5360 -3.9514 0.00 0.00 0.00
H -0.9283 -7.1027 -2.6659 0.00 0.01 0.01
H -1.3970 -4.8022 -3.4213 0.01 -0.01 0.02
H -0.3058 -3.9240 -5.4592 0.00 0.00 0.00
H 1.2385 -5.3576 -6.7495 0.00 0.00 0.00
C 0.4704 3.3240 -3.3100 0.02 0.01 0.03
C 1.7150 2.7284 -3.4658 -0.01 0.01 0.03
C 2.1970 2.4564 -4.7384 0.00 -0.01 -0.01
C 1.4342 2.7782 -5.8525 0.00 0.00 0.00
C 0.1894 3.3727 -5.6957 0.00 0.00 0.01
C -0.2931 3.6481 -4.4236 0.01 -0.02 0.00
H 0.0973 3.5448 -2.3169 -0.03 0.01 -0.01
H 2.3150 2.4787 -2.5987 0.02 0.03 -0.01
H 3.1683 1.9946 -4.8605 0.01 0.00 0.00
H 1.8116 2.5677 -6.8450 0.00 0.00 0.00
H -0.4042 3.6237 -6.5654 0.00 0.00 0.00
H -1.2612 4.1169 -4.3003 -0.01 -0.01 0.01
```
Positions in Å, forces in eV/Å.

The value obtained for the LUMO energy is -0.0457 hartree. As for the charge: 0. Its HOMO-LUMO gap is 8.00 eV. Its SMILES is CN(C)C(=O)CC1=C(Cl)C(=O)OC1=O.c1ccccc1.c1ccccc1.c1ccccc1.c1ccccc1.c1ccccc1.c1ccccc1.c1ccccc1.c1ccccc1. The HOMO energy is -9.24 eV. The strongest force on any atom is 1.30 eV/A.

=====

2.
Entry from the OMol25 dataset: a 2-piece molecular cluster, C4H14NO2 overall at a distorted geometry (wB97M-V/def2-TZVPD).

Geometry as XYZ:
```
21
Properties=species:S:1:pos:R:3:forces:R:3
O 0.0234 2.1488 -0.3080 -0.37 0.11 -0.29
C 0.3024 1.5614 0.9299 0.79 -0.30 1.01
C 0.5803 0.0828 0.6997 -0.20 -0.22 -0.77
N -0.5292 -0.4025 -0.2440 0.36 0.52 0.91
C -0.4995 -1.8499 -0.5484 0.10 -0.21 -0.08
C 0.5357 -0.7408 1.9722 -0.07 -0.12 -0.69
H -0.0298 3.1088 -0.2480 0.00 -0.06 0.13
H 1.1880 1.9976 1.3923 0.26 0.00 -0.06
H -0.4547 1.6449 1.7287 -0.44 0.20 -0.61
H 1.5084 -0.0646 0.1357 -0.10 0.09 0.15
H -0.5013 0.1237 -1.1339 0.00 0.01 0.01
H -1.3599 -0.0924 0.2614 -0.44 -0.41 -0.43
H -0.9165 -2.0202 -1.5323 -0.21 0.08 -0.09
H 0.5433 -2.1541 -0.5803 0.00 -0.10 0.07
H -1.0472 -2.4292 0.1890 0.08 0.08 0.06
H 1.1951 -0.3114 2.7090 0.13 0.06 0.32
H 0.8231 -1.7689 1.7786 0.28 -0.07 0.07
H -0.4812 -0.7877 2.3409 -0.25 0.22 0.38
H -0.6255 0.2452 -3.7622 -0.15 -0.19 0.12
H 0.1676 1.2345 -2.9334 -0.08 0.01 0.16
O -0.4225 0.4740 -2.8470 0.29 0.28 -0.35
```
Positions in Å, forces in eV/Å.

The value obtained for the LUMO energy is -0.0994 hartree. The relative energy (zero: lowest compared OMol25 entry of this formula, charge and spin) is 14.9 kcal per mole. As for the charge: +1. Its HOMO-LUMO gap is 12.20 eV. The HOMO energy is -14.90 eV. The strongest force on any atom is 1.32 eV/A.

=====

3.
Entry from the OMol25 dataset: a 2-piece molecular cluster, C3H12N2O overall at a distorted geometry (wB97M-V/def2-TZVPD).

Geometry as XYZ:
```
18
Properties=species:S:1:pos:R:3:forces:R:3
C -0.1109 -1.3791 1.1729 0.47 0.37 -0.68
C -0.2552 -0.6517 -0.1581 -0.11 -0.32 -1.23
C -1.0821 0.6093 -0.1303 -0.04 0.88 0.02
N -1.1957 1.2137 -1.4667 -0.68 -0.45 -0.64
N 0.1698 -2.7828 1.0486 -0.32 -0.73 0.93
H -1.0077 -1.1661 1.7533 -0.16 -0.33 0.23
H 0.7331 -0.9993 1.7300 0.12 0.53 0.26
H -0.7138 -1.3611 -0.8716 -0.26 0.07 0.24
H 0.6823 -0.4199 -0.6749 0.22 0.05 0.52
H -2.0793 0.4208 0.2892 0.07 -0.16 0.25
H -0.5712 1.3599 0.4766 -0.03 -0.07 0.23
H -1.8763 1.9714 -1.4740 0.39 0.23 0.43
H -1.6755 0.5463 -2.0710 0.33 -0.22 -0.04
H -0.3985 -3.3446 0.4526 -0.29 0.05 -0.44
H 1.1302 -3.0526 1.0069 0.33 0.19 -0.17
H 2.3498 2.7856 0.5316 0.01 -0.02 -0.05
H 2.8467 2.2902 -0.8217 -0.03 0.00 0.04
O 2.0211 2.4892 -0.3400 -0.04 -0.06 0.10
```
Positions in Å, forces in eV/Å.

The spin multiplicity is 2. The value obtained for the LUMO energy (spin up / spin down) is 0.1449 / 0.1385 hartree. The relative energy (zero: lowest compared OMol25 entry of this formula, charge and spin) is 9.7 kcal per mole. As for the charge: -1. Its HOMO-LUMO gap (spin up / spin down) is 2.68 / 9.74 eV. The HOMO energy (spin up / spin down) is 1.26 / -5.97 eV. The strongest force on any atom is 1.27 eV/A. As for the expectation value of S²: 0.75.

=====

4.
Entry from the OMol25 dataset: one molecule with the formula C18H21ClN4O4S (wB97M-V/def2-TZVPD).

Geometry as XYZ:
```
49
Properties=species:S:1:pos:R:3:forces:R:3
N -1.9313 2.0538 0.3183 -0.23 0.15 0.07
C -1.0191 1.6241 -0.5895 -0.16 -0.09 0.17
O -0.6246 2.3355 -1.5068 -0.03 0.34 -0.44
N -0.5734 0.3538 -0.4140 0.03 -0.20 0.15
C -0.0459 -0.4272 -1.5195 0.25 -0.09 -0.13
C 1.4356 -0.7924 -1.3423 0.02 0.19 -0.17
C 2.4922 0.2945 -1.5377 -0.56 -0.24 -0.15
O 3.6734 0.0024 -1.4665 0.48 -0.06 0.10
N 2.0617 1.5397 -1.7899 -0.11 0.22 -0.16
C 2.9775 2.6604 -1.7981 0.30 -0.17 0.00
C 3.6713 2.8703 -0.4272 -0.03 -0.07 -0.15
C 2.7024 2.5344 0.6638 0.04 0.10 0.13
C 2.7610 1.2797 1.2667 -0.10 0.00 0.21
C 1.7426 0.8543 2.0977 0.20 -0.05 -0.04
C 0.6869 1.7059 2.3527 -0.42 -0.09 0.31
S -0.7223 1.0410 3.1907 0.28 -0.03 0.81
N -0.0953 0.4838 4.6422 -0.17 0.21 -0.85
O -1.6951 2.0700 3.4354 0.32 0.15 0.03
O -1.1652 -0.1208 2.4565 0.16 -0.26 0.16
C 0.6489 2.9857 1.8368 -0.13 0.16 0.09
C 1.6592 3.3970 0.9858 0.07 -0.16 0.08
C -0.8401 -1.7059 -1.6807 -0.09 0.09 -0.10
C -1.0781 -2.5388 -0.5929 -0.02 0.05 -0.18
C -1.7835 -3.7182 -0.7454 -0.04 -0.07 -0.02
C -2.2520 -4.0745 -1.9998 0.13 0.22 -0.01
Cl -3.1324 -5.5487 -2.1966 -0.12 -0.19 -0.02
C -2.0228 -3.2608 -3.0968 -0.05 -0.12 0.05
C -1.3194 -2.0815 -2.9289 0.06 0.02 0.15
H -2.1437 1.5247 1.1462 -0.16 -0.02 -0.15
H -2.1619 3.0320 0.3178 0.09 -0.04 -0.04
H -0.8972 -0.1475 0.4023 -0.01 0.08 -0.09
H -0.1651 0.1801 -2.4239 -0.01 -0.12 0.14
H 1.6848 -1.5921 -2.0446 0.07 0.04 0.07
H 1.5880 -1.1955 -0.3384 0.03 -0.06 0.00
H 1.0717 1.7777 -1.7613 -0.03 -0.08 -0.01
H 2.3958 3.5414 -2.0676 0.02 -0.02 -0.02
H 3.7497 2.4901 -2.5538 -0.09 0.13 0.02
H 4.5308 2.2042 -0.3680 0.02 0.08 0.02
H 4.0108 3.9040 -0.3603 0.05 0.02 0.02
H 3.5851 0.6213 1.0391 0.06 -0.08 -0.06
H 1.7383 -0.1323 2.5325 0.13 -0.18 0.02
H -0.4220 -0.4423 4.8666 -0.14 -0.23 -0.12
H -0.2704 1.1271 5.3971 -0.03 0.25 0.10
H -0.1827 3.6256 2.0854 -0.07 0.12 -0.03
H 1.6200 4.3796 0.5409 -0.03 0.12 -0.06
H -0.7178 -2.2692 0.3890 0.05 0.00 0.16
H -1.9689 -4.3592 0.1020 -0.03 -0.08 0.06
H -2.3932 -3.5458 -4.0689 -0.05 -0.05 -0.07
H -1.1425 -1.4447 -3.7829 0.02 0.09 -0.10
```
Positions in Å, forces in eV/Å.

The value obtained for the LUMO energy is 0.0077 hartree. The relative energy (zero: lowest compared OMol25 entry of this formula, charge and spin) is 0.0 kcal per mole. As for the charge: 0. Its HOMO-LUMO gap is 9.26 eV. Its SMILES is NC(=O)N[C@@H](CC(=O)NCCc1ccc(S(N)(=O)=O)cc1)c1ccc(Cl)cc1. The HOMO energy is -9.05 eV. The strongest force on any atom is 0.89 eV/A.

=====

5.
Entry from the OMol25 dataset: one molecule with the formula C9H8N2 at a distorted geometry (wB97M-V/def2-TZVPD).

Geometry as XYZ:
```
19
Properties=species:S:1:pos:R:3:forces:R:3
C 2.2880 1.1037 2.1277 -0.87 -0.84 0.61
C 0.9064 1.0760 2.1433 -0.48 1.12 2.53
C 1.7589 -0.1391 0.4616 -0.67 2.16 2.40
C 1.7577 -0.9308 -0.6416 -1.77 -0.84 -1.57
C 0.5211 -1.1897 -1.2346 2.74 1.14 2.36
C -0.6578 -0.6410 -0.7267 -1.49 1.64 3.07
C -1.8537 -1.0307 -1.3901 -1.26 -0.34 -0.94
C -0.6672 0.0975 0.5201 2.28 -0.77 -2.65
C -2.8979 -0.0354 -1.7095 1.03 -0.16 -0.08
N 2.7657 0.3587 1.1351 1.70 -0.47 -0.64
N 0.5668 0.3290 1.0827 -1.32 -1.31 -1.83
H 2.9590 1.3817 2.8993 0.28 0.86 0.46
H 0.1610 1.4126 2.9460 1.26 -0.44 -1.69
H 2.7455 -1.2769 -0.8841 -0.04 -0.33 -0.73
H 0.4035 -1.7948 -2.0421 -0.08 -1.71 -2.20
H -1.4341 0.6208 1.0206 -1.22 0.04 0.09
H -3.8939 -0.3609 -1.9790 -0.04 -0.68 0.03
H -2.4259 0.2237 -2.7223 -0.38 0.34 1.06
H -3.0031 0.7955 -1.0064 0.34 0.58 -0.30
```
Positions in Å, forces in eV/Å.

The value obtained for the LUMO energy (spin up / spin down) is -0.0171 / -0.0214 hartree. The relative energy (zero: lowest compared OMol25 entry of this formula, charge and spin) is 109.9 kcal per mole. As for the charge: 0. Its HOMO-LUMO gap (spin up / spin down) is 7.25 / 7.37 eV. The HOMO energy (spin up / spin down) is -7.71 / -7.95 eV. The strongest force on any atom is 3.79 eV/A.

=====

6.
Entry from the OMol25 dataset: one molecule with the formula C12H23N3O2S (wB97M-V/def2-TZVPD).

Geometry as XYZ:
```
41
Properties=species:S:1:pos:R:3:forces:R:3
C -4.5654 -0.5431 1.5252 0.20 0.10 -0.23
C -4.6370 -0.1252 0.0572 -0.51 -0.42 0.21
C -4.7249 -1.3438 -0.8599 0.23 0.22 0.10
C -5.8179 0.8154 -0.1792 0.45 -0.11 0.01
O -3.4780 0.6786 -0.2893 0.00 0.24 -0.06
C -2.2547 0.1659 -0.2222 0.55 0.19 -0.22
O -1.9211 -0.9372 0.1526 -0.07 -0.31 0.19
N -1.3443 1.0559 -0.7285 -0.04 0.33 -0.17
N 0.0066 0.7601 -0.5191 0.04 -0.56 0.41
C 0.8006 1.7066 0.0538 -0.08 0.20 -0.14
S 0.3135 3.2911 0.1331 -0.15 0.65 0.08
N 2.0230 1.3456 0.4831 0.07 -0.12 0.03
C 2.6297 0.0325 0.3893 -0.05 -0.23 -0.21
C 3.8325 -0.0256 1.3388 -0.15 -0.31 0.08
C 4.8068 -1.1093 0.8892 0.07 0.18 0.04
C 5.4493 -0.7295 -0.4508 -0.03 0.01 -0.01
C 4.4957 0.1082 -1.3114 -0.06 -0.19 -0.06
C 3.0490 -0.2997 -1.0579 0.07 0.13 -0.04
H -5.4776 -1.0637 1.8021 -0.13 -0.03 0.02
H -3.7186 -1.2043 1.6878 -0.02 -0.03 0.05
H -4.4539 0.3348 2.1581 -0.03 0.08 0.08
H -3.8794 -2.0050 -0.6911 -0.02 -0.06 -0.01
H -4.7227 -1.0282 -1.9010 -0.05 0.02 -0.11
H -5.6433 -1.8874 -0.6574 -0.13 -0.03 0.01
H -5.8367 1.1351 -1.2175 -0.04 0.03 -0.12
H -5.7239 1.6959 0.4505 -0.03 0.10 0.08
H -6.7491 0.3082 0.0546 -0.09 -0.07 0.03
H -1.5236 2.0598 -0.7215 0.05 -0.21 0.03
H 0.1069 -0.2197 -0.2610 0.01 0.19 -0.11
H 2.6226 2.1198 0.7284 -0.20 -0.01 0.02
H 1.8844 -0.7030 0.7190 0.12 0.02 0.05
H 3.4895 -0.2152 2.3566 -0.01 0.12 0.01
H 4.3501 0.9359 1.3380 0.01 0.11 0.02
H 4.2660 -2.0525 0.7952 0.00 -0.08 0.05
H 5.5799 -1.2500 1.6452 -0.05 -0.10 0.02
H 6.3648 -0.1621 -0.2757 0.06 -0.05 0.00
H 5.7273 -1.6396 -0.9843 0.07 0.01 -0.04
H 4.7384 -0.0218 -2.3667 0.01 0.12 -0.01
H 4.6113 1.1688 -1.0816 0.02 0.08 -0.05
H 2.9424 -1.3709 -1.2337 -0.05 -0.08 -0.04
H 2.3819 0.2184 -1.7483 -0.06 -0.10 0.00
```
Positions in Å, forces in eV/Å.

The value obtained for the LUMO energy is 0.0271 hartree. The relative energy (zero: lowest compared OMol25 entry of this formula, charge and spin) is 0.0 kcal per mole. As for the charge: 0. Its HOMO-LUMO gap is 9.13 eV. Its SMILES is CC(C)(C)OC(=O)NNC(=S)NC1CCCCC1. The HOMO energy is -8.39 eV. The strongest force on any atom is 0.70 eV/A.

=====

Question: What is the formula in the first record?
Answer: C56H56ClNO4

=====

Question: Which value of charge does entry 3 give?
Answer: -1

=====

Question: charge of number 6 (C12H23N3O2S)?
Answer: 0

=====

Question: charge of number 3 (C3H12N2O)?
Answer: -1